[1]
{"formula": "C17H31BINO7PS2", "method": "wB97M-V/def2-TZVPD", "elements": ["C", "C", "P", "O", "O", "S", "O", "B", "C", "C", "C", "I", "C", "C", "C", "C", "C", "N", "O", "C", "S", "H", "H", "H", "H", "H", "H", "H", "H", "H", "H", "H", "H", "H", "H", "H", "H", "H", "C", "O", "C", "C", "O", "C", "C", "O", "C", "H", "H", "H", "H", "H", "H", "H", "H", "H", "H", "H", "H", "H", "H"], "positions_angstrom": [[0.05, -0.94, 0.44], [-0.88, -0.10, 1.32], [-0.46, 1.68, 1.04], [1.07, 1.76, 0.50], [-0.23, 2.33, 2.49], [-1.68, 2.63, -0.12], [-0.79, -0.40, 2.67], [-1.67, -1.60, 2.92], [-2.56, -1.35, 4.25], [-3.86, -2.18, 4.38], [-5.10, -1.48, 3.80], [-5.91, -2.42, 2.05], [-0.77, -2.98, 2.98], [-1.38, -4.24, 2.91], [-0.63, -5.40, 2.92], [0.75, -5.30, 2.99], [1.29, -4.02, 3.07], [0.58, -2.90, 3.05], [-2.53, -1.65, 1.68], [-2.38, -0.44, 1.01], [-2.85, -0.62, -0.73], [1.06, -0.89, 0.83], [0.03, -0.62, -0.61], [-0.27, -1.98, 0.50], [1.08, 1.57, -0.45], [0.66, 2.68, 2.56], [-1.98, -1.47, 5.17], [-2.85, -0.29, 4.23], [-3.76, -3.16, 3.92], [-4.07, -2.34, 5.44], [-5.94, -1.53, 4.49], [-4.90, -0.45, 3.54], [-2.46, -4.30, 2.83], [-1.11, -6.37, 2.85], [1.39, -6.17, 2.99], [2.37, -3.91, 3.13], [-3.00, 0.33, 1.50], [-3.72, -1.61, -0.47], [4.16, 1.31, -5.97], [3.09, 2.18, -5.67], [1.83, 1.58, -5.44], [1.23, 1.91, -4.09], [1.96, 1.46, -2.96], [3.19, 2.08, -2.62], [3.08, 3.49, -2.08], [2.57, 4.42, -3.00], [1.38, 5.10, -2.61], [4.36, 1.29, -7.04], [5.05, 1.66, -5.46], [3.95, 0.29, -5.63], [1.89, 0.50, -5.56], [1.13, 1.96, -6.19], [0.29, 1.36, -4.03], [0.98, 2.96, -4.01], [3.91, 2.02, -3.44], [3.58, 1.47, -1.80], [4.09, 3.80, -1.80], [2.47, 3.47, -1.16], [0.83, 4.55, -1.84], [0.74, 5.20, -3.49], [1.61, 6.10, -2.23]], "nbo_charge": [-0.655, -0.104, 1.840, -1.014, -0.974, -0.652, -0.702, 0.804, -0.685, -0.423, -0.467, 0.015, 0.006, -0.250, -0.191, -0.300, 0.025, -0.438, -0.749, -0.006, -0.083, 0.225, 0.204, 0.243, 0.518, 0.506, 0.206, 0.198, 0.205, 0.191, 0.204, 0.219, 0.207, 0.197, 0.198, 0.168, 0.173, 0.139, -0.246, -0.552, -0.085, -0.086, -0.548, -0.085, -0.090, -0.557, -0.255, 0.168, 0.180, 0.172, 0.168, 0.177, 0.199, 0.183, 0.176, 0.188, 0.172, 0.181, 0.193, 0.180, 0.168], "de_lowest_ev": 0.000, "homo_energy_ha": -0.1890, "energy_ha": -2708.2326, "total_charge": -1, "multiplicity": 1}

---

[2]
{"formula": "C19H64N10O13", "method": "wB97M-V/def2-TZVPD", "elements": ["C", "C", "O", "H", "H", "H", "H", "H", "H", "C", "C", "O", "H", "H", "H", "H", "H", "H", "C", "C", "O", "H", "H", "H", "H", "H", "H", "C", "C", "O", "H", "H", "H", "H", "H", "H", "C", "C", "O", "H", "H", "H", "H", "H", "H", "C", "C", "O", "H", "H", "H", "H", "H", "H", "C", "O", "N", "N", "H", "H", "H", "H", "C", "O", "N", "N", "H", "H", "H", "H", "C", "O", "N", "N", "H", "H", "H", "H", "C", "O", "N", "N", "H", "H", "H", "H", "C", "O", "N", "N", "H", "H", "H", "H", "C", "O", "H", "H", "H", "H", "C", "O", "H", "H", "H", "H"], "positions_angstrom": [[-6.70, 15.63, 17.47], [-7.08, 16.33, 18.75], [-8.23, 17.03, 18.39], [-5.94, 14.87, 17.70], [-6.30, 16.36, 16.69], [-7.58, 15.01, 17.17], [-6.27, 17.06, 18.98], [-7.21, 15.65, 19.53], [-7.88, 17.83, 17.97], [-3.27, 15.65, 16.83], [-2.29, 15.46, 15.66], [-1.32, 16.51, 15.71], [-3.97, 16.45, 16.61], [-2.77, 15.96, 17.75], [-3.86, 14.79, 17.08], [-2.76, 15.48, 14.70], [-1.68, 14.51, 15.60], [-0.87, 16.39, 16.60], [0.55, 10.47, 18.00], [-0.90, 9.89, 18.08], [-1.94, 10.87, 18.19], [1.33, 9.78, 17.81], [0.91, 10.99, 18.85], [0.49, 11.23, 17.20], [-0.97, 9.22, 18.88], [-0.99, 9.41, 17.10], [-2.71, 10.46, 17.99], [-8.38, 10.24, 16.03], [-8.23, 8.76, 15.78], [-6.85, 8.47, 15.80], [-9.44, 10.64, 15.99], [-7.83, 10.91, 15.33], [-8.02, 10.38, 17.07], [-8.59, 8.53, 14.77], [-8.67, 8.13, 16.53], [-6.80, 7.52, 15.70], [-4.42, 12.15, 20.13], [-5.86, 12.36, 19.84], [-6.60, 11.96, 21.03], [-3.85, 12.60, 19.32], [-4.19, 11.12, 20.34], [-4.12, 12.77, 20.99], [-6.14, 11.83, 18.92], [-6.01, 13.42, 19.70], [-6.59, 10.96, 21.04], [-1.27, 12.03, 13.26], [-0.78, 11.76, 14.69], [-1.88, 11.42, 15.49], [-1.86, 12.94, 13.23], [-1.80, 11.16, 12.91], [-0.36, 12.06, 12.60], [-0.26, 12.66, 15.01], [-0.10, 10.92, 14.75], [-1.97, 10.50, 15.40], [-5.11, 12.03, 16.33], [-4.80, 10.87, 17.09], [-6.18, 12.73, 16.49], [-4.30, 12.55, 15.40], [-6.90, 12.42, 17.16], [-6.24, 13.63, 16.07], [-3.30, 12.26, 15.46], [-4.46, 13.47, 14.95], [-8.97, 13.47, 19.19], [-8.31, 12.65, 18.31], [-8.70, 13.63, 20.46], [-9.93, 14.24, 18.78], [-7.86, 13.24, 20.80], [-8.99, 14.48, 20.91], [-10.29, 14.13, 17.78], [-10.48, 14.85, 19.43], [-3.00, 8.10, 15.56], [-2.54, 8.88, 14.52], [-2.26, 7.18, 16.11], [-4.16, 8.16, 16.08], [-1.32, 7.07, 15.72], [-2.44, 6.84, 17.09], [-4.88, 8.87, 15.71], [-4.35, 7.76, 17.02], [-7.07, 8.95, 19.46], [-8.32, 8.39, 19.51], [-6.38, 9.09, 18.32], [-6.30, 9.30, 20.52], [-6.88, 8.82, 17.44], [-5.68, 9.85, 18.12], [-6.68, 9.13, 21.50], [-5.31, 9.31, 20.36], [-5.72, 10.38, 13.28], [-6.64, 11.39, 13.27], [-5.99, 9.19, 12.93], [-4.49, 10.53, 13.68], [-6.95, 8.93, 12.65], [-5.34, 8.39, 13.00], [-4.43, 11.38, 14.30], [-3.89, 9.73, 13.86], [-8.81, 13.57, 13.68], [-8.47, 13.50, 15.06], [-7.96, 13.72, 13.03], [-9.52, 14.37, 13.55], [-9.38, 12.77, 13.37], [-7.73, 12.97, 15.27], [-5.30, 14.72, 13.42], [-5.50, 15.26, 14.67], [-6.01, 15.16, 12.74], [-5.33, 13.62, 13.34], [-4.32, 15.04, 12.96], [-5.53, 16.20, 14.55]], "mulliken_charge": [0.553, -1.010, -0.539, -0.584, 0.355, 0.074, 0.399, 0.351, 0.370, -0.449, 0.361, -0.618, 0.069, 0.719, -0.202, -0.106, -0.133, 0.362, -1.263, 0.056, -0.453, 0.367, 0.384, 0.141, 0.548, -0.028, -0.063, 0.367, -0.970, -0.161, 0.335, -0.397, -0.197, 0.324, 0.503, 0.150, -1.393, 0.321, -0.776, 0.099, 0.114, 0.444, 0.008, 0.378, 0.547, -1.217, -0.569, -0.432, 0.176, 0.265, 0.422, 0.381, 0.631, -0.283, -0.410, 0.899, 2.633, 0.635, -1.193, 0.119, 0.317, -0.909, -0.111, -0.456, -0.328, -0.255, 0.277, 0.234, 0.289, 0.172, 0.590, -0.847, -0.356, 0.134, 0.317, 0.214, -0.441, 0.242, 0.483, -0.756, -0.064, -0.463, -0.107, 0.003, 0.317, 0.185, 0.080, -0.587, -0.228, 0.072, 0.276, 0.229, 0.110, 0.203, -0.728, -0.384, 0.145, 0.275, 0.335, 0.089, -1.111, -0.346, 0.372, 0.433, 0.333, 0.338], "de_lowest_ev": 0.000, "homo_energy_ha": -0.3270, "energy_ha": -2287.8947, "total_charge": 0, "multiplicity": 1}